# 1
C44H48CeCl2N3O7P2Se2Si as an isolated structure, computed with ωB97M-V/def2-TZVPD.

## Properties
Multiplicity ... 1
Molar mass ... 1189.86 g/mol
Orbital gap (alpha / beta) ... 6.99 / 6.99 eV
Energy relative to the best compared isomer or geometry (same formula, charge and spin) ... 0.0 kcal per mole
Total charge ... -1

Last column: Löwdin charge in e.
Geometry (Å):
Ce (2.38659, -0.38529, -0.38074)  0.522
N (-2.29382, 0.06090, 0.88716)  -0.429
P (-1.86341, 1.68713, 0.57942)  1.010
C (-1.57459, 2.22922, 2.30896)  -0.357
C (-2.52397, 2.11596, 3.31882)  -0.103
C (-2.19090, 2.38318, 4.65382)  -0.083
C (-0.89980, 2.79009, 4.97016)  -0.094
C (0.02683, 2.99453, 3.96291)  -0.096
C (-0.29812, 2.69189, 2.66240)  -0.104
C (-3.49141, 2.52604, 0.17076)  -0.347
C (-3.51624, 3.62969, -0.66026)  -0.128
C (-4.70365, 4.18532, -1.04904)  -0.117
C (-5.90210, 3.69712, -0.58843)  -0.103
C (-5.90411, 2.55318, 0.20157)  -0.089
C (-4.70366, 1.98942, 0.56619)  -0.142
P (-1.44935, -1.13413, -0.03786)  1.015
C (-1.13323, -2.46613, 1.27219)  -0.324
C (-2.05813, -2.61770, 2.31225)  -0.102
C (-1.76796, -3.51625, 3.30090)  -0.072
C (-0.55988, -4.26872, 3.27299)  -0.068
C (0.34425, -4.12858, 2.22215)  -0.073
C (0.03954, -3.19588, 1.25316)  -0.123
C (-2.99765, -1.90123, -0.80071)  -0.346
C (-2.96676, -3.20000, -1.27377)  -0.115
C (-4.09826, -3.81663, -1.73746)  -0.110
C (-5.30026, -3.14160, -1.85715)  -0.117
C (-5.34677, -1.81350, -1.46984)  -0.099
C (-4.18954, -1.22693, -0.91520)  -0.113
H (-2.37518, -0.19582, 1.92099)  0.066
H (-3.49954, 1.74965, 3.11889)  0.083
H (-2.95278, 2.14612, 5.38450)  0.100
H (-0.63857, 2.89183, 6.03462)  0.109
H (1.01909, 3.39337, 4.20986)  0.105
H (0.47263, 2.76936, 1.84879)  0.095
H (-2.55038, 3.98156, -1.04451)  0.072
H (-4.62292, 5.02688, -1.75409)  0.111
H (-6.82798, 4.19004, -0.87384)  0.100
H (-6.86366, 2.10788, 0.53639)  0.112
H (-4.68448, 1.06883, 1.15471)  0.093
H (-2.96720, -2.05014, 2.39367)  0.104
H (-2.35781, -3.61709, 4.20428)  0.103
H (-0.29683, -4.87832, 4.11235)  0.090
H (1.35804, -4.57966, 2.24449)  0.120
H (0.76291, -3.06833, 0.45411)  0.071
H (-2.02500, -3.77158, -1.11380)  0.115
H (-4.11550, -4.92156, -1.98932)  0.120
H (-6.19559, -3.63738, -2.22168)  0.098
H (-6.21029, -1.19411, -1.67687)  0.102
H (-4.22231, -0.25829, -0.48994)  0.044
O (0.89945, -1.25014, 5.90596)  0.139
C (1.25782, -0.96398, 4.78902)  -0.231
C (0.33630, -0.48436, 3.69165)  -0.253
O (-0.82564, -0.16211, 3.88225)  0.099
C (1.16953, -0.59685, 2.50381)  -0.243
C (2.44528, -1.04474, 2.68305)  -0.287
O (3.29369, -1.20493, 1.71989)  -0.149
C (2.66239, -1.14044, 4.16488)  -0.254
O (3.65699, -1.32029, 4.83834)  0.102
O (0.82610, -0.21407, 1.26263)  -0.274
O (4.51799, -4.48825, -4.50792)  -0.037
C (4.72394, -4.56587, -3.12559)  -0.239
C (4.01334, -3.46786, -2.40891)  -0.562
C (4.35321, -3.60686, -0.92356)  -0.230
O (3.38449, -2.90453, -0.19078)  -0.223
C (2.48880, -3.59758, -2.61907)  -0.454
Se (1.29425, -2.01964, -2.40804)  0.647
C (4.53929, -2.12595, -2.87555)  -0.500
Se (4.80802, -0.61797, -1.63018)  0.706
H (3.84466, -3.86219, -4.68858)  0.051
H (5.80148, -4.40098, -2.96273)  0.137
H (4.41434, -5.55195, -2.77237)  0.131
H (5.34281, -3.17945, -0.80467)  0.105
H (4.36150, -4.64566, -0.51106)  0.148
H (3.62064, -2.71761, 0.75510)  0.099
H (2.12068, -4.42067, -2.00019)  0.077
H (2.22424, -3.83145, -3.66687)  0.049
H (3.95417, -1.68958, -3.68268)  0.052
H (5.50107, -2.24071, -3.30985)  0.048
C (4.43628, 1.72765, 2.75574)  -0.004
C (3.48644, 2.45634, 1.83059)  -0.296
C (3.25814, 3.82413, 1.97752)  -0.060
C (2.52117, 4.54148, 1.01351)  -0.060
C (2.08260, 3.85248, -0.08537)  -0.066
C (2.26506, 2.45561, -0.19919)  -0.430
N (2.99748, 1.80621, 0.77587)  0.069
N (1.79779, 1.68996, -1.22606)  -0.172
Si (1.22636, 2.52977, -2.68977)  0.480
C (0.50539, 1.23812, -3.91389)  -0.178
C (2.78349, 3.41275, -3.29352)  -0.163
C (-0.27922, 3.64473, -2.38906)  -0.198
H (5.00711, 2.36085, 3.44793)  0.085
H (5.08263, 0.98672, 2.27914)  0.091
H (3.93215, 1.02788, 3.42913)  0.063
H (3.67755, 4.32079, 2.85845)  0.105
H (2.32634, 5.62300, 1.14293)  0.119
H (1.55858, 4.35730, -0.90256)  0.075
H (1.26086, 0.69376, -4.41394)  -0.007
H (-0.10558, 1.77370, -4.64969)  0.027
H (-0.11680, 0.45969, -3.41915)  0.007
H (3.61605, 2.64236, -3.29580)  0.052
H (3.09564, 4.20569, -2.60870)  0.018
H (2.86637, 3.80403, -4.30582)  0.019
H (-1.21117, 3.29996, -2.86993)  0.022
H (-0.13535, 4.65550, -2.77987)  0.028
H (-0.54872, 3.82618, -1.30915)  0.009
Cl (-4.23771, -0.38090, -6.01453)  0.463
C (-3.87999, -0.26100, -4.25396)  -1.010
Cl (-4.13236, 1.38533, -3.72457)  0.535
H (-2.86621, -0.60765, -4.12645)  0.026
H (-4.57149, -0.91006, -3.74670)  -0.010

Forces on atoms 1 to 2 (eV/Å):
Ce -0.4803 -0.3963 0.6763
N 0.2188 -0.5737 1.8901



# 2
A 6-piece molecular cluster, C44H48F3O25PS overall, computed with ωB97M-V/def2-TZVPD.

## Properties
Multiplicity ... 1
Molar mass ... 1096.88 g/mol
Orbital gap ... 7.62 eV
SMILES ... CCSCO[P@](=O)(OCCCCCCCOC)OCCC(F)(F)F.O=C1C=C(O)C(=O)C=C1O.O=C1C=C(O)C(=O)C=C1O.O=C1C=C(O)C(=O)C=C1O.O=C1C=C(O)C(=O)C=C1O.O=C1C=C(O)C(=O)C=C1O

Last column: Löwdin charge in e.
Geometry (Å):
C (-8.06072, 0.97744, 2.80610)  -0.178
C (-6.58928, 0.88858, 2.44852)  -0.543
S (-5.64812, 2.02045, 3.49394)  0.915
C (-4.20237, 2.40279, 2.45900)  -0.499
O (-3.79084, 3.72210, 2.81081)  -0.219
P (-3.49575, 4.73572, 1.61952)  0.367
O (-2.84017, 4.06428, 0.49516)  -0.201
O (-2.67200, 5.85851, 2.30920)  -0.137
C (-1.25276, 5.55659, 2.46596)  -0.189
C (-0.70932, 6.45187, 3.54910)  -0.167
C (-0.47295, 7.89530, 3.07355)  -0.192
C (1.00923, 8.26264, 2.94946)  -0.203
C (1.26737, 9.77591, 3.06961)  -0.196
C (2.14382, 10.14759, 4.27485)  -0.172
C (1.90958, 11.56888, 4.79012)  -0.244
O (1.13295, 11.61111, 5.96715)  -0.181
C (-0.25873, 11.79662, 5.77635)  -0.102
O (-4.80504, 5.51880, 1.23957)  -0.122
C (-5.99742, 4.74733, 1.06376)  -0.197
C (-7.15726, 5.68779, 0.76356)  -0.028
C (-8.16765, 4.98565, -0.10254)  -0.601
F (-9.34768, 5.63716, -0.14382)  0.134
F (-8.43565, 3.73400, 0.38146)  0.111
F (-7.72869, 4.82658, -1.36580)  0.142
H (-8.43597, 1.98815, 2.69216)  0.058
H (-8.24602, 0.64403, 3.82201)  0.069
H (-8.63221, 0.32758, 2.15110)  0.075
H (-6.25501, -0.12466, 2.64109)  0.068
H (-6.47913, 1.10995, 1.39090)  0.077
H (-3.40565, 1.69508, 2.64529)  0.092
H (-4.47502, 2.30854, 1.41496)  0.070
H (-0.75458, 5.77838, 1.53064)  0.129
H (-1.12775, 4.51535, 2.74211)  0.121
H (0.22543, 6.02122, 3.89760)  0.113
H (-1.39094, 6.47342, 4.39384)  0.118
H (-0.95555, 8.05957, 2.11442)  0.116
H (-0.91781, 8.57961, 3.79020)  0.104
H (1.36535, 7.94003, 1.97224)  0.109
H (1.59555, 7.70928, 3.67699)  0.100
H (0.30555, 10.26545, 3.19471)  0.090
H (1.76182, 10.13966, 2.17685)  0.108
H (3.18773, 10.08421, 3.97315)  0.109
H (2.02670, 9.44199, 5.09108)  0.114
H (1.48420, 12.18919, 4.00047)  0.118
H (2.87245, 12.00934, 5.03717)  0.115
H (-0.52535, 11.87612, 4.72561)  0.075
H (-0.79359, 10.95281, 6.20218)  0.083
H (-0.57055, 12.71286, 6.26931)  0.082
H (-6.22318, 4.18845, 1.96727)  0.089
H (-5.88603, 4.03560, 0.25061)  0.131
H (-6.77281, 6.56019, 0.24727)  0.141
H (-7.63132, 6.01682, 1.67860)  0.138
C (-0.79982, -0.21618, -0.60482)  0.067
C (-1.00939, 1.11367, -0.61549)  -0.231
C (0.12300, 2.08770, -0.86034)  -0.312
O (-0.13089, 3.27366, -0.87716)  0.117
C (1.46056, 1.55056, -1.06506)  0.074
C (1.65611, 0.22527, -1.05316)  -0.239
C (0.52730, -0.74223, -0.82768)  -0.320
O (0.80037, -1.93224, -0.83751)  0.086
O (2.83412, -0.35239, -1.23950)  0.103
O (-2.20050, 1.63950, -0.41003)  0.094
H (-1.59712, -0.92490, -0.43015)  0.136
H (2.26500, 2.25353, -1.22882)  0.133
H (2.64886, -1.31855, -1.22111)  0.077
H (-2.14266, 2.62970, -0.44157)  0.082
C (5.33175, -6.26617, -1.81023)  0.084
C (4.84679, -6.53516, -3.02816)  -0.218
C (3.96768, -5.56654, -3.76922)  -0.299
O (3.58845, -5.88325, -4.87819)  0.128
C (3.62364, -4.31368, -3.11381)  0.092
C (4.10494, -4.05079, -1.89485)  -0.215
C (5.00496, -5.00274, -1.16321)  -0.313
O (5.41921, -4.68223, -0.06739)  0.108
O (3.80531, -2.91726, -1.26003)  0.081
O (5.10112, -7.66769, -3.67925)  0.079
H (5.96805, -6.95558, -1.27304)  0.137
H (2.97864, -3.61350, -3.63252)  0.106
H (4.25124, -2.94767, -0.39175)  0.124
H (4.62406, -7.61252, -4.53362)  0.106
C (4.67005, -12.75783, -3.62435)  0.074
C (4.62848, -11.44406, -3.89258)  -0.230
C (3.81069, -10.89539, -5.03551)  -0.299
O (3.81369, -9.69185, -5.21673)  0.108
C (3.07060, -11.82758, -5.86578)  0.075
C (3.11545, -13.13861, -5.59395)  -0.238
C (3.91449, -13.68629, -4.44307)  -0.318
O (3.88521, -14.88876, -4.26139)  0.107
O (2.46924, -14.05030, -6.30572)  0.118
O (5.29472, -10.54588, -3.18387)  0.120
H (5.25124, -13.16368, -2.80884)  0.136
H (2.49983, -11.42474, -6.69024)  0.136
H (2.67257, -14.91023, -5.89085)  0.120
H (5.08105, -9.66430, -3.55160)  0.084
C (1.11945, -0.58765, -6.13895)  0.078
C (0.25214, 0.40079, -6.39726)  -0.236
C (-1.04193, 0.54205, -5.64280)  -0.315
O (-1.76200, 1.47812, -5.93199)  0.112
C (-1.35684, -0.44220, -4.62427)  0.076
C (-0.49164, -1.43362, -4.36546)  -0.236
C (0.81531, -1.55860, -5.10571)  -0.298
O (1.56047, -2.47466, -4.80596)  0.093
O (-0.72113, -2.36223, -3.45139)  0.116
O (0.45930, 1.32418, -7.32349)  0.121
H (2.05225, -0.69603, -6.67365)  0.137
H (-2.29558, -0.34061, -4.09854)  0.137
H (0.05934, -2.94617, -3.43785)  0.119
H (-0.31771, 1.91456, -7.29562)  0.121
C (3.36103, -6.00376, 2.59057)  0.082
C (2.48424, -5.07232, 2.19496)  -0.224
C (1.15592, -4.88450, 2.87458)  -0.312
O (0.43021, -4.00062, 2.46263)  0.114
C (0.81655, -5.76586, 3.97892)  0.075
C (1.69068, -6.70110, 4.37340)  -0.239
C (3.02906, -6.87148, 3.70769)  -0.313
O (3.76784, -7.73442, 4.14099)  0.110
O (1.45429, -7.54193, 5.37127)  0.116
O (2.71882, -4.24794, 1.18140)  0.101
H (4.31977, -6.13950, 2.10892)  0.130
H (-0.14576, -5.63339, 4.45235)  0.135
H (2.24902, -8.10333, 5.44534)  0.119
H (1.93191, -3.67253, 1.09764)  0.114

Forces on atoms 1 to 2 (eV/Å):
C -0.1070 -0.0545 0.0336
C -0.2483 -0.2155 0.1104



Question: Number 2 is which compound?
Answer: C44H48F3O25PS